A gas-phase ion, C2H5N4O3S (charge -1) in a non-equilibrium geometry, computed with ωB97M-V/def2-TZVPD.

Structure (XYZ):
```
15
C2H5N4O3S (ωB97M-V/def2-TZVPD)
C -0.058 -1.093 -0.518
C 0.617 0.286 -0.306
S 2.297 -0.303 0.098
O 2.823 -0.968 -1.153
O 3.002 0.892 0.536
O 2.065 -1.259 1.207
N 0.678 1.250 -1.272
N 0.718 2.397 -0.846
N 0.295 2.484 0.502
N 0.189 1.102 0.998
H -0.395 -1.427 0.368
H 0.711 -1.715 -0.854
H -0.775 -0.991 -1.368
H 0.925 3.043 1.145
H -0.815 0.980 1.285
```

Computed properties:
SMILES string: C[C@@]1(S(=O)(=O)[O-])N=NNN1
Kohn-Sham gap: 8.9 eV
Calculated total energy: -922.110318 Ha
Charge: -1
F_max: 5.22 eV Å⁻¹
ΔE to the lowest compared entry with this formula, charge and spin: 0.919 eV
HOMO energy: -4.994 eV